(1)
Density functional theory data (ωB97M-V/def2-TZVPD) for C21H36N2O5 as an isolated structure.

* relative energy (zero: lowest compared OMol25 entry of this formula, charge and spin): 7.02 kcal per mole
* lowest unoccupied orbital energy: 0.5 eV

XYZ file:
```
64
Properties=species:S:1:pos:R:3:forces:R:3
C -0.1177 1.7155 -1.6864 0.0 0.0 0.0
C -1.1528 0.7399 -1.1435 0.0 0.0 0.0
O -2.1230 0.5878 -2.1475 0.0 0.0 0.0
C -2.9643 -0.5754 -2.1238 0.0 0.0 0.0
C -3.7608 -0.6659 -0.8269 0.0 0.0 0.0
C -2.1373 -1.8413 -2.3398 0.0 0.0 0.0
C -3.9037 -0.3557 -3.2996 0.0 0.0 0.0
C -1.7259 1.3613 0.1363 0.0 0.0 0.0
O -2.5673 2.2331 0.0960 0.0 0.0 0.0
N -1.1243 0.9866 1.3205 0.0 0.0 0.0
C -0.7325 -0.4026 1.6706 0.0 0.0 0.0
C -1.2479 -0.4187 3.1162 0.0 0.1 -0.1
C -2.6292 0.2735 2.9516 0.0 0.0 0.0
C -1.7339 1.4780 2.5790 0.0 0.0 0.0
C -0.7583 0.9541 3.6554 0.0 -0.1 0.2
C 0.7086 1.3226 3.8090 -0.1 0.2 -0.1
N 1.3772 1.7383 2.5901 0.0 -0.1 0.0
C 2.6829 2.0781 2.6289 0.0 -0.1 0.0
O 3.3229 2.1574 3.6635 0.0 0.0 0.0
C 3.3234 2.3469 1.2701 0.0 0.0 0.0
O 2.8012 1.5242 0.2485 0.0 0.0 0.0
C 3.2085 0.1711 0.4015 0.0 0.0 0.0
C 2.4954 -0.6776 -0.6271 0.0 0.0 0.0
C 2.9136 -0.3499 -2.0580 0.0 0.0 0.0
C 2.1868 -1.2651 -3.0295 0.0 0.0 0.0
O 2.4341 -2.6323 -2.7444 0.0 0.0 0.0
C 1.9960 -2.9806 -1.4457 0.0 0.0 0.0
C 2.7038 -2.1678 -0.3716 0.0 0.0 0.0
H 0.6899 1.8813 -0.9724 0.0 0.0 0.0
H 0.3011 1.3199 -2.6114 0.0 0.0 0.0
H -0.6114 2.6626 -1.9027 0.0 0.0 0.0
H -0.6741 -0.2175 -0.9124 0.0 0.0 0.0
H -4.2878 0.2684 -0.6357 0.0 0.0 0.0
H -4.4847 -1.4794 -0.8951 0.0 0.0 0.0
H -3.1136 -0.8816 0.0261 0.0 0.0 0.0
H -1.5141 -1.7392 -3.2296 0.0 0.0 0.0
H -1.4935 -2.0645 -1.4859 0.0 0.0 0.0
H -2.7982 -2.6981 -2.4777 0.0 0.0 0.0
H -3.3319 -0.2679 -4.2236 0.0 0.0 0.0
H -4.6013 -1.1886 -3.3949 0.0 0.0 0.0
H -4.4684 0.5651 -3.1548 0.0 0.0 0.0
H -1.2331 -1.1434 1.0458 0.0 0.0 0.0
H 0.3477 -0.5537 1.6022 0.0 0.0 0.0
H -1.1080 -1.3422 3.6721 0.0 0.0 0.0
H -3.3016 -0.0902 2.1758 0.0 0.0 0.0
H -3.1506 0.3990 3.8975 0.0 0.0 0.0
H -2.0819 2.5001 2.5060 0.0 0.0 0.0
H -1.2247 1.1080 4.6293 0.0 0.0 0.0
H 0.7966 2.1328 4.5358 0.0 0.0 0.0
H 1.2451 0.4731 4.2464 0.0 0.0 0.0
H 0.8989 1.6796 1.7036 0.0 0.0 0.0
H 3.1329 3.3819 0.9824 0.0 0.0 0.0
H 4.4017 2.2110 1.3902 0.0 0.0 0.0
H 4.2979 0.0987 0.2778 0.0 0.0 0.0
H 2.9662 -0.1822 1.4136 0.0 0.0 0.0
H 1.4231 -0.4645 -0.5309 0.0 0.0 0.0
H 2.7000 0.6943 -2.2917 0.0 0.0 0.0
H 3.9930 -0.5004 -2.1644 0.0 0.0 0.0
H 1.1032 -1.0732 -2.9836 0.0 0.0 0.0
H 2.5159 -1.1022 -4.0549 0.0 0.0 0.0
H 0.9083 -2.8214 -1.3708 0.0 0.0 0.0
H 2.1898 -4.0464 -1.3303 0.0 0.0 0.0
H 3.7724 -2.4038 -0.3890 0.0 0.0 0.0
H 2.3201 -2.4511 0.6137 0.0 0.0 0.0
```
Forces are in eV/Å.

Atomic partial charges in e from the Mulliken method, atoms 1 to 4: number 1, C, carries -1.7429; number 2, C, carries 2.1364; number 3, O, carries -0.5005; number 4, C, carries 1.8224

---

(2)
Density functional theory data (ωB97M-V/def2-TZVPD) for C18H23CoN6O2 as an isolated structure at a distorted geometry.

* relative energy (zero: lowest compared OMol25 entry of this formula, charge and spin): 13.26 kcal per mole
* spin multiplicity: 5
* charge: +2
* lowest unoccupied orbital energy (alpha / beta): -7.4 / -9.1 eV

XYZ file:
```
50
Properties=species:S:1:pos:R:3:forces:R:3
Co 0.4772 -0.2029 0.4284 -1.4 0.0 -0.2
C 4.9496 -3.2738 0.2402 -0.1 0.0 0.0
C 3.5935 -3.4855 0.5246 0.0 -0.1 0.0
C 2.7630 -2.4147 0.7128 -0.1 0.1 0.0
C 3.2764 -1.0974 0.6113 0.5 0.1 0.2
C 4.6592 -0.8924 0.3483 0.0 0.0 0.0
C 5.4741 -1.9767 0.1665 0.1 0.1 0.0
N 2.4087 -0.0642 0.7775 0.7 -0.4 0.0
N 2.9050 1.1382 0.7822 0.5 0.0 0.1
C 2.0072 2.1208 0.6572 -1.0 0.1 -0.2
C 2.4094 3.4794 0.7718 0.3 0.0 0.1
C 1.4901 4.4527 0.5159 0.2 0.1 0.1
C 0.1643 4.1091 0.1817 -0.2 -0.3 0.0
C -0.2597 2.7753 0.1336 0.3 0.4 0.0
C 0.6401 1.7536 0.3372 0.0 0.5 0.0
H 5.6002 -4.1230 0.0787 0.0 0.0 0.0
H 3.2098 -4.4929 0.6039 0.0 0.0 0.0
H 1.7162 -2.5564 0.9542 0.0 0.0 -0.1
H 5.0368 0.1181 0.2933 0.0 0.0 0.0
H 6.5264 -1.8295 -0.0342 0.0 0.0 0.0
H 3.4245 3.7164 1.0657 0.0 0.0 -0.1
H 1.7686 5.4956 0.5758 0.0 0.0 0.0
H -0.5451 4.8981 -0.0388 0.0 0.0 0.0
H -1.3015 2.5781 -0.0910 0.0 0.0 0.0
N -1.5737 -0.4366 0.8340 -0.1 -0.4 0.2
C -2.2618 -0.5802 -0.4806 0.2 -0.2 -0.2
C -3.6219 -1.2998 -0.3531 -0.1 0.1 -0.1
C -4.8497 -0.5985 -0.9691 0.1 -0.1 -0.1
C -5.1133 -0.9522 -2.4341 -0.1 0.2 0.2
N -4.0149 -0.5901 -3.3125 0.2 0.0 0.0
C -3.9428 0.3968 -4.1818 -0.1 0.0 0.0
N -2.8056 0.5446 -4.8746 0.0 0.0 0.0
N -4.9424 1.2637 -4.3684 0.0 0.0 -0.1
C -1.2503 -1.2629 -1.4581 -0.2 0.2 0.4
O -1.6331 -1.6904 -2.5400 -0.1 0.1 0.0
O -0.0425 -1.2973 -1.0372 0.2 -0.4 -0.5
H -1.6367 -1.3373 1.3050 -0.1 0.0 0.1
H -2.0751 0.2176 1.4256 0.1 0.1 0.0
H -2.4082 0.4277 -0.8793 0.0 0.1 0.1
H -3.8241 -1.4173 0.7126 0.0 0.0 0.0
H -3.5451 -2.3066 -0.7709 0.0 0.0 0.1
H -4.7753 0.4865 -0.8481 0.0 0.0 0.0
H -5.7326 -0.9216 -0.4153 0.0 0.1 0.0
H -6.0394 -0.4887 -2.7752 0.0 -0.1 0.0
H -5.2493 -2.0306 -2.5168 -0.1 0.0 -0.1
H -3.1416 -1.1107 -3.1507 0.0 -0.1 0.1
H -2.0724 -0.1382 -4.7655 0.0 0.0 0.0
H -2.7241 1.2010 -5.6305 0.0 0.0 0.0
H -5.8154 1.1654 -3.8829 0.0 0.0 0.0
H -4.9150 1.9140 -5.1344 0.0 0.0 0.0
```
Forces are in eV/Å.

Atomic partial charges in e from the Mulliken method, atoms 1 to 4: number 1, Co, carries -0.2353; number 2, C, carries -0.3224; number 3, C, carries -0.7389; number 4, C, carries -0.1964

---

(3)
Density functional theory data (ωB97M-V/def2-TZVPD) for C19H19Cl2NPtS2 as an isolated structure at a distorted geometry.

* relative energy (zero: lowest compared OMol25 entry of this formula, charge and spin): 0.00 kcal per mole
* spin multiplicity: 3
* lowest unoccupied orbital energy (alpha / beta): 0.4 / -1.5 eV

XYZ file:
```
44
Properties=species:S:1:pos:R:3:forces:R:3
Pt -0.9239 -0.2863 0.4050 -3.3 0.3 -1.6
N 1.1097 -0.2863 0.4050 0.8 4.3 3.6
S 2.0957 -1.2313 -0.2355 -1.3 -3.0 -2.3
C 1.3053 -1.1601 -1.8792 1.0 -0.8 -1.8
C -0.0784 -1.2252 -2.0887 0.8 -0.1 -0.5
C -0.6070 -1.1845 -3.3811 0.4 0.1 0.4
C 0.2450 -1.0765 -4.4792 0.3 0.0 0.2
C 1.6241 -1.0057 -4.2835 -0.2 0.1 0.2
C 2.1497 -1.0467 -2.9891 -0.2 -0.1 0.1
C 1.2648 -2.7766 0.2813 0.8 -1.9 -0.1
C 0.5454 -2.8807 1.4789 0.4 0.5 -0.1
C -0.0296 -4.0934 1.8704 0.3 0.1 -0.5
C 0.1277 -5.2277 1.0768 0.1 0.3 0.0
C 0.8690 -5.1500 -0.1006 0.1 0.4 0.0
C 1.4432 -3.9351 -0.4871 -0.1 0.0 0.1
H 1.6105 0.4662 0.8972 -0.6 -0.4 -0.2
H -0.7400 -1.2968 -1.2295 -0.5 -0.5 -0.1
H -1.6822 -1.2300 -3.5180 0.1 0.0 0.1
H -0.1658 -1.0389 -5.4827 0.1 0.0 0.1
H 2.2939 -0.9124 -5.1318 -0.1 0.0 0.1
H 3.2225 -0.9843 -2.8334 0.0 0.0 -0.1
H 0.4286 -2.0015 2.1067 0.2 -0.4 -0.2
H -0.5954 -4.1401 2.7948 0.1 0.1 -0.1
H -0.3206 -6.1685 1.3786 0.0 0.1 0.0
H 1.0061 -6.0290 -0.7216 0.0 0.1 0.1
H 2.0302 -3.8845 -1.3993 -0.1 0.0 0.0
Cl -0.0627 -1.7083 5.1576 0.1 -0.1 0.2
C -0.9183 -0.2952 4.5299 -0.3 0.3 0.9
Cl -0.9239 -0.2863 2.7627 -0.3 0.4 1.9
H -0.4216 0.6097 4.8885 0.0 -0.3 -0.1
H -1.9503 -0.3158 4.8887 0.3 -0.1 -0.1
S -0.9239 2.1159 0.4050 -0.1 0.1 0.0
C -0.9344 3.8304 0.4076 0.0 -0.1 -0.1
C -0.6492 4.5262 1.5813 0.1 1.1 0.4
C -0.6580 5.9240 1.5827 0.0 -0.5 -0.1
C -0.9515 6.6236 0.4117 0.0 -0.2 0.0
C -1.2365 5.9239 -0.7613 0.0 -0.5 0.1
C -1.2281 4.5262 -0.7641 -0.1 1.1 -0.4
H -0.4198 3.9875 2.4966 -0.1 0.0 -0.2
H -0.4350 6.4582 2.4999 0.0 0.0 -0.1
H -0.9582 7.7081 0.4134 0.0 -0.1 0.0
H -1.4660 6.4581 -1.6770 0.0 0.0 0.1
H -1.4509 3.9874 -1.6810 0.0 0.0 0.2
H -2.6417 -0.2863 0.4050 1.4 -0.2 -0.1
```
Forces are in eV/Å.

Atomic partial charges in e from the Mulliken method, atoms 1 to 4: number 1, Pt, carries 0.3353; number 2, N, carries -0.5799; number 3, S, carries 0.0519; number 4, C, carries 0.5395